Entry 1:
# C30H30N9P2S2SbY

A structure of composition C30H30N9P2S2SbY (ωB97M-V/def2-TZVPD, the Open Molecules 2025 dataset).

Element x y z (Å)
Y 1.2738 1.1104 0.6645
S 1.4934 -1.5233 1.6072
P -0.4398 -1.5017 1.0029
C -0.7028 -0.0863 0.1571
P -0.8369 0.3095 -1.4405
S 0.3246 1.9504 -1.8277
C -0.2594 -1.0202 -2.5632
C 1.1111 -1.2126 -2.7189
C 1.5964 -2.2728 -3.4665
C 0.7148 -3.1606 -4.0688
C -0.6507 -2.9826 -3.9135
C -1.1354 -1.9178 -3.1654
C -2.5204 0.6317 -2.0326
C -3.5824 0.3826 -1.1750
C -4.8876 0.5911 -1.6049
C -5.1257 1.0497 -2.8905
C -4.0611 1.3100 -3.7479
C -2.7607 1.1054 -3.3197
C -0.8672 -3.0280 0.1009
C -2.2060 -3.2672 -0.2073
C -2.5660 -4.3881 -0.9362
C -1.5892 -5.2785 -1.3659
C -0.2571 -5.0394 -1.0686
C 0.1048 -3.9166 -0.3351
C -1.4930 -1.5908 2.4753
C -1.6662 -2.7866 3.1670
C -2.4101 -2.8083 4.3350
C -2.9731 -1.6348 4.8242
C -2.7930 -0.4413 4.1421
C -2.0581 -0.4180 2.9639
H 1.8125 -0.5170 -2.2716
H 2.6658 -2.4029 -3.5751
H 1.0933 -3.9915 -4.6514
H -1.3483 -3.6763 -4.3667
H -2.2053 -1.7980 -3.0459
H -3.3697 0.0398 -0.1682
H -5.7139 0.4008 -0.9314
H -6.1422 1.2135 -3.2267
H -4.2482 1.6780 -4.7489
H -1.9261 1.3178 -3.9780
H -2.9687 -2.5722 0.1274
H -3.6087 -4.5674 -1.1680
H -1.8685 -6.1563 -1.9358
H 0.5086 -5.7248 -1.4102
H 1.1436 -3.7226 -0.0961
H -1.2167 -3.7004 2.7957
H -2.5444 -3.7405 4.8697
H -3.5458 -1.6528 5.7433
H -3.2107 0.4808 4.5255
H -1.9048 0.5138 2.4318
N 2.8038 2.0224 3.9743
C 1.4964 2.3780 3.7632
N 0.7673 3.0001 4.6719
N -0.4325 3.1676 4.0824
N -0.4338 2.6853 2.8984
N 0.7994 2.1554 2.6387
C 3.6547 1.4807 3.0437
N 4.9245 1.2053 3.2885
N 5.3817 0.6931 2.1286
N 4.4548 0.6646 1.2446
N 3.3127 1.1736 1.7897
H 3.1825 2.2153 4.8849
C 3.9694 4.7734 -2.3356
Sb 3.6278 3.3117 -0.8007
C 5.2966 3.8023 0.4433
C 2.2309 4.5661 0.2559
H 4.0796 5.7562 -1.8764
H 3.1216 4.7882 -3.0191
H 4.8713 4.5382 -2.8990
H 5.5139 4.8692 0.3793
H 6.1726 3.2256 0.1537
H 5.0523 3.5432 1.4733
H 2.7178 5.5186 0.4715
H 1.8995 4.1383 1.2038
H 1.3561 4.7407 -0.3704

Forces on the atoms, in the same order (eV/Å):
-0.11 -0.39 -0.41
-0.01 -0.01 -0.03
0.21 -0.01 -0.21
-0.34 0.09 0.19
0.32 -0.09 -0.22
-0.09 -0.07 0.08
-0.04 0.05 -0.03
0.07 -0.01 -0.04
0.01 -0.01 0.02
0.00 -0.01 -0.01
-0.02 0.01 0.00
-0.03 0.00 0.02
-0.08 0.06 0.07
-0.03 0.01 -0.03
0.00 -0.01 0.02
-0.01 0.01 -0.02
-0.01 0.01 -0.02
-0.01 -0.01 0.02
0.01 0.00 0.03
0.00 -0.01 0.00
-0.03 0.00 0.03
0.00 -0.01 -0.01
0.01 -0.01 -0.01
0.02 0.00 -0.01
-0.02 0.08 0.02
-0.01 0.00 0.02
-0.01 -0.01 0.02
0.00 -0.01 0.01
0.00 0.01 -0.01
-0.02 0.00 0.02
-0.04 0.01 0.01
0.00 -0.01 -0.01
0.00 0.00 0.00
0.01 -0.01 0.00
0.00 0.03 0.01
0.01 0.01 0.01
-0.01 0.00 -0.01
0.00 0.00 0.00
-0.01 0.00 0.00
0.01 -0.01 0.00
0.01 0.01 0.01
0.00 -0.01 -0.01
0.00 0.00 0.00
-0.01 -0.01 0.00
0.00 0.01 0.00
0.01 0.01 -0.02
-0.01 0.00 0.01
0.00 0.00 0.00
0.00 0.00 0.01
0.00 -0.01 0.00
0.05 0.01 0.13
-0.16 0.04 -0.08
0.15 -0.06 0.03
-0.11 0.02 0.00
-0.04 -0.03 -0.12
0.02 0.25 0.35
0.03 -0.03 -0.16
-0.07 0.05 0.10
0.04 -0.03 -0.04
-0.02 0.02 -0.05
0.33 0.13 0.23
0.01 0.01 -0.01
0.02 0.06 -0.01
-0.03 -0.17 0.20
0.04 0.06 -0.03
0.00 0.13 0.01
0.00 0.00 -0.01
-0.01 0.00 -0.01
0.00 -0.03 0.00
-0.01 0.00 0.00
0.00 -0.01 -0.02
-0.02 -0.03 -0.01
-0.02 0.00 -0.01
0.03 -0.05 -0.01
-0.01 -0.01 0.00

2S+1 = 1
E_HOMO = -5.334 eV
net charge = -1

=====

Entry 2:
# C4H13N2

A cluster of 3 separate species, C4H13N2 in total (ωB97M-V/def2-TZVPD, the Open Molecules 2025 dataset).

Element x y z (Å)
C 0.0209 -0.8026 -0.8722
N -0.8531 -0.2717 -1.7035
C 0.8100 0.0094 0.0405
N -2.6430 -0.3953 0.3927
C 2.7363 0.4172 1.5046
C 1.8677 -0.4622 0.7074
H 0.4780 -1.7796 -1.0608
H -1.1219 -0.9705 -0.3460
H -0.7508 -0.7254 -2.6258
H -1.4382 2.4614 -1.0243
H 0.4983 1.0460 0.1287
H -2.2911 -0.0565 -0.4799
H -3.2681 -1.1724 0.2344
H -3.2370 0.3566 0.7411
H 3.7660 0.3619 1.1563
H 2.6874 0.1285 2.5537
H 2.3931 1.4472 1.4228
H -1.7599 1.9270 -1.4403
H 2.1056 -1.5190 0.6705

Forces on the atoms, in the same order (eV/Å):
3.14 -0.42 -0.38
0.81 0.22 -0.53
-1.26 0.52 0.64
0.13 -0.23 -0.06
-0.09 0.46 -0.07
-0.22 -0.31 -0.04
-0.09 0.01 -0.33
-1.14 0.27 0.48
-1.21 -0.84 0.42
-0.22 -0.09 -0.15
0.14 -0.05 -0.01
-1.01 0.66 -0.76
-0.08 -0.27 -0.18
0.49 -0.04 0.58
0.12 -0.11 0.15
0.19 -0.14 0.09
0.11 0.04 0.07
0.14 0.42 0.20
0.05 -0.11 -0.10

2S+1 = 1
E_HOMO = -14.541 eV
net charge = +1

=====

Entry 3:
# C4H4N2O

A structure of composition C4H4N2O (ωB97M-V/def2-TZVPD, the Open Molecules 2025 dataset).

Element x y z (Å)
O -2.1674 -1.6198 0.0138
C -1.9258 -0.4179 -0.0052
C -0.5709 0.1207 0.0392
C -0.0711 1.4266 0.0679
N 1.3722 1.2380 0.1180
C 1.6457 -0.0854 0.0559
N 0.4973 -0.7699 0.0894
H -2.7245 0.3533 -0.0545
H 0.9488 2.0749 -0.5949
H 2.6288 -0.5480 0.0503
H 0.3670 -1.7726 0.2202

Forces on the atoms, in the same order (eV/Å):
0.26 1.05 -0.02
-0.20 -0.43 0.04
0.45 0.19 0.00
-0.11 -0.88 0.12
-0.39 -0.28 -0.28
-0.68 0.06 0.02
0.30 0.35 0.06
0.18 -0.31 0.01
0.34 -0.28 0.13
-0.28 0.18 0.02
0.14 0.37 -0.10

2S+1 = 1
E_HOMO = -9.259 eV

=====

Number 1: orbital gap 7.71 eV. Number 2: orbital gap 7.88 eV. Number 3: orbital gap 9.23 eV.